Record 1
Below is 4 unconnected molecules or ions with the total composition C19H40NO3S3 at a distorted geometry, with properties calculated with ωB97M-V/def2-TZVPD.

For the energy, the calculation gives -2222.2750 hartree. As for the highest occupied orbital energy: -10.100 eV. Its strongest force on any atom is 5.40 eV Å⁻¹. The total charge is +1.

Geometry (Å):
C  2.01  1.04  2.44
C  1.28  -0.05  1.43
C  2.26  -0.45  0.15
C  1.87  0.40  -1.22
C  3.12  1.32  -1.77
C  3.37  2.69  -0.85
N  2.25  3.31  -0.01
C  2.40  4.58  0.81
C  3.85  5.39  0.88
C  5.10  4.76  -0.02
C  4.89  3.41  -0.92
C  6.03  2.72  -1.89
C  7.53  3.40  -1.73
C  8.18  3.23  -0.24
H  1.23  1.88  2.77
H  2.40  0.56  3.44
H  2.91  1.50  1.82
H  0.21  0.33  1.08
H  1.11  -1.08  2.02
H  2.06  -1.58  -0.09
H  3.38  -0.30  0.45
H  0.88  0.98  -1.01
H  1.64  -0.41  -2.06
H  4.09  0.63  -1.69
H  2.99  1.62  -2.90
H  1.29  2.86  0.02
H  1.49  5.05  1.43
H  3.94  6.35  1.54
H  6.15  5.33  0.00
H  6.06  1.54  -1.84
H  5.69  2.97  -3.01
H  7.56  4.52  -2.13
H  8.23  2.78  -2.47
H  7.45  2.52  0.37
H  8.27  4.30  0.23
H  9.26  2.74  -0.36
C  -0.29  -5.21  1.82
S  0.19  -3.51  1.44
O  -0.85  -2.61  2.03
C  -0.13  -3.62  -0.33
H  -0.20  -5.36  2.90
H  -1.32  -5.39  1.52
H  0.38  -5.90  1.31
H  -1.18  -3.90  -0.51
H  0.53  -4.37  -0.78
H  0.06  -2.65  -0.79
C  -3.84  -1.48  -0.26
S  -4.03  -3.16  -0.90
O  -3.05  -3.32  -2.03
C  -5.66  -2.89  -1.64
H  -2.86  -1.40  0.22
H  -3.91  -0.75  -1.08
H  -4.62  -1.28  0.48
H  -5.61  -2.08  -2.37
H  -6.38  -2.64  -0.85
H  -5.97  -3.81  -2.14
C  -9.58  -0.61  1.69
S  -8.64  -2.10  1.26
O  -7.27  -1.66  0.82
C  -9.59  -2.48  -0.24
H  -9.14  -0.17  2.59
H  -9.53  0.11  0.87
H  -10.62  -0.89  1.90
H  -9.54  -1.64  -0.93
H  -10.63  -2.69  0.03
H  -9.15  -3.37  -0.71

Atomic partial charges in e from the Mulliken method, atoms 1 to 2:
1 C -0.822
2 C -0.052



Record 2
Below is C10H17NSi in the gas phase at a distorted geometry, with properties calculated with ωB97M-V/def2-TZVPD.

For the energy, the calculation gives -735.3532 hartree. As for the highest occupied orbital energy: -7.901 eV. Its strongest force on any atom is 4.51 eV Å⁻¹. The value obtained for the energy relative to the best compared isomer or geometry (same formula, charge and spin) is 3.476 eV. Its structure (SMILES) is C=C[Si](C=C)(C=C)N1CCCC1.

Geometry (Å):
C  1.93  -2.68  0.49
C  1.39  2.72  1.14
C  2.73  0.74  -2.00
C  1.46  -1.56  1.01
C  1.76  1.41  1.18
C  1.68  -0.01  -1.61
C  -3.11  -0.54  0.50
C  -2.83  -0.21  -0.96
C  -1.70  -0.70  1.10
C  -1.69  0.82  -0.76
N  -0.87  0.22  0.37
Si  1.03  0.06  0.15
H  2.13  -3.62  0.88
H  1.62  -2.65  -0.61
H  1.75  3.57  1.79
H  0.69  3.14  0.43
H  3.47  0.51  -2.81
H  3.23  1.34  -1.15
H  1.44  -1.35  2.07
H  2.54  1.13  1.78
H  1.29  -0.81  -2.30
H  -3.76  0.31  0.88
H  -3.54  -1.47  0.85
H  -2.60  -1.09  -1.63
H  -3.70  0.24  -1.45
H  -1.52  -0.55  2.11
H  -1.56  -1.83  0.84
H  -1.22  1.02  -1.77
H  -2.02  1.85  -0.53

Atomic partial charges in e from the Mulliken method, atoms 1 to 2:
1 C -0.605
2 C -0.520



Record 3
Below is 2 unconnected molecules or ions with the total composition C9H9N3O2 at a distorted geometry, with properties calculated with ωB97M-V/def2-TZVPD.

For the energy, the calculation gives -662.9944 hartree. As for the highest occupied orbital energy: -8.949 eV. Its strongest force on any atom is 5.76 eV Å⁻¹. The value obtained for the energy relative to the best compared isomer or geometry (same formula, charge and spin) is 4.759 eV. Its structure (SMILES) is O=c1cc[nH]c(=O)[nH]1.c1ccncc1.

Geometry (Å):
C  -2.17  -0.09  -0.69
C  -1.98  -0.82  0.55
C  -1.21  -0.38  1.52
C  -0.61  1.59  0.40
C  2.44  0.61  -0.75
C  2.70  -0.50  0.07
C  1.58  -1.32  0.33
C  0.37  -1.11  -0.35
C  0.28  -0.02  -1.26
H  -1.43  1.70  -1.53
H  -2.32  -1.95  0.28
H  -1.13  -0.96  2.46
H  -0.23  1.29  2.38
H  3.30  1.26  -1.07
H  3.63  -0.64  0.46
H  1.58  -2.19  1.00
H  -0.52  -1.69  -0.22
H  -0.68  0.08  -1.81
N  -1.50  1.15  -0.65
N  -0.71  0.94  1.62
N  1.31  0.82  -1.45
O  -2.82  -0.31  -1.63
O  0.12  2.53  0.35

Atomic partial charges in e from the Mulliken method, atoms 1 to 2:
1 C 0.645
2 C -0.797



Record 4
Below is a molecular structure, C39H36CdN5O6S, with properties calculated with ωB97M-V/def2-TZVPD.

For the energy, the calculation gives -2799.1258 hartree. As for the highest occupied orbital energy: -5.682 eV. Its strongest force on any atom is 0.20 eV Å⁻¹. The value obtained for the energy relative to the best compared isomer or geometry (same formula, charge and spin) is 0.210 eV. The total charge is -1.

Geometry (Å):
Cd  -0.38  -0.18  -0.22
O  4.78  -1.71  1.58
C  4.97  -0.40  1.32
C  6.28  0.08  1.38
C  6.54  1.41  1.12
C  5.51  2.29  0.80
C  4.22  1.81  0.75
C  3.92  0.48  1.01
C  2.49  0.05  0.94
O  1.60  0.91  0.72
N  2.28  -1.26  1.17
N  0.97  -1.58  1.04
C  0.52  -2.65  1.55
C  -0.92  -2.92  1.50
C  -1.46  -4.05  2.11
C  -2.83  -4.21  2.12
C  -3.63  -3.24  1.53
C  -3.01  -2.15  0.93
N  -1.69  -2.00  0.92
H  3.80  -1.88  1.45
H  7.07  -0.61  1.63
H  7.56  1.77  1.17
H  5.72  3.33  0.59
H  3.39  2.46  0.50
H  1.17  -3.34  2.10
H  -0.80  -4.78  2.58
H  -3.28  -5.07  2.60
H  -4.71  -3.32  1.53
H  -3.58  -1.37  0.45
C  2.06  -2.08  -5.68
C  0.54  -2.17  -5.81
N  -0.14  -2.46  -4.56
C  -0.57  -3.84  -4.33
C  0.47  -4.68  -3.60
C  -0.30  -1.48  -3.63
S  -1.09  -1.88  -2.16
N  0.11  -0.28  -4.04
C  0.46  0.73  -3.23
O  0.75  0.68  -2.03
C  0.64  2.05  -3.93
C  1.04  3.15  -3.17
C  1.21  4.39  -3.77
C  0.98  4.54  -5.13
C  0.57  3.45  -5.89
C  0.40  2.21  -5.29
H  2.51  -1.85  -6.65
H  2.48  -3.02  -5.32
H  2.33  -1.29  -4.98
H  0.27  -2.95  -6.52
H  0.16  -1.22  -6.19
H  -0.80  -4.27  -5.30
H  -1.49  -3.82  -3.75
H  1.39  -4.78  -4.19
H  0.08  -5.69  -3.43
H  0.71  -4.23  -2.64
H  1.22  3.01  -2.11
H  1.52  5.24  -3.18
H  1.11  5.51  -5.60
H  0.38  3.57  -6.95
H  0.09  1.35  -5.86
O  -0.61  0.70  2.38
C  -1.91  1.24  2.56
C  -2.68  1.38  1.19
O  -3.87  1.68  1.24
O  -1.98  1.25  0.13
C  -1.78  2.62  3.21
C  -1.20  2.69  4.47
C  -0.98  3.92  5.08
C  -1.35  5.09  4.44
C  -1.93  5.03  3.18
C  -2.15  3.80  2.57
C  -2.65  0.29  3.49
C  -3.96  0.54  3.88
C  -4.63  -0.33  4.72
C  -3.99  -1.47  5.21
C  -2.68  -1.71  4.85
C  -2.01  -0.84  3.99
H  -0.02  1.34  1.96
H  -0.91  1.78  4.97
H  -0.52  3.96  6.07
H  -1.18  6.05  4.91
H  -2.22  5.94  2.67
H  -2.61  3.76  1.59
H  -4.46  1.41  3.49
H  -5.65  -0.12  5.01
H  -4.51  -2.14  5.87
H  -2.16  -2.59  5.22
H  -0.98  -1.03  3.72

Atomic partial charges in e from the Mulliken method, atoms 1 to 2:
1 Cd 3.628
2 O -0.685



Number 1: E_LUMO -4.51 eV, orbital gap 5.59 eV. Number 2: E_LUMO 1.00 eV, orbital gap 8.90 eV. Number 3: E_LUMO 0.35 eV, orbital gap 9.30 eV. Number 4: E_LUMO 2.16 eV, orbital gap 7.85 eV.